{
  "formula": "C5H2O",
  "method": "the ωB97M-V functional and the def2-TZVPD basis",
  "species": ["O", "C", "C", "C", "C", "C", "H", "H"],
  "xyz": [[-2.25, -0.81, -0.84], [-2.01, 0.06, -0.03], [-0.71, 0.47, 0.34], [0.41, 0.83, 0.67], [1.56, 0.21, 0.21], [2.44, -0.45, -0.27], [-2.73, 0.65, 0.55], [3.29, -0.96, -0.64]],
  "homo_energy_ha": -0.364,
  "gap_ha": 0.336,
  "total_charge": 0,
  "mol_weight_g_mol": 78.07,
  "relative_energy_ev": 1.1854,
  "lumo_ev": -0.8
}

---

{
  "formula": "C5H2O",
  "method": "the ωB97M-V functional and the def2-TZVPD basis",
  "species": ["O", "C", "C", "C", "C", "C", "H", "H"],
  "xyz": [[-2.11, -0.79, -0.76], [-2.08, 0.12, 0.04], [-0.79, 0.63, 0.46], [0.42, 0.67, 0.53], [1.69, 0.25, 0.24], [2.59, -0.39, -0.23], [-2.99, 0.56, 0.45], [3.26, -1.05, -0.73]],
  "homo_energy_ha": -0.367,
  "gap_ha": 0.348,
  "total_charge": 0,
  "mol_weight_g_mol": 78.07,
  "relative_energy_ev": 0.6134,
  "lumo_ev": -0.5
}

---

{
  "formula": "C5H2O2",
  "method": "the ωB97M-V functional and the def2-TZVPD basis",
  "species": ["C", "C", "C", "C", "C", "O", "O", "H", "H"],
  "xyz": [[0.54, 0.59, -0.03], [1.86, 0.78, 0.12], [2.86, -0.12, -0.08], [2.57, -1.55, 0.01], [0.29, -0.80, 0.02], [3.16, 1.24, -0.02], [1.26, -1.68, 0.03], [-0.18, 1.24, -0.27], [-0.75, -1.08, -0.36]],
  "homo_energy_ha": [-0.304, -0.304],
  "gap_ha": [0.284, 0.284],
  "total_charge": 0,
  "mol_weight_g_mol": 94.07,
  "relative_energy_ev": 4.9236,
  "lumo_ev": [-0.5, -0.5]
}

---

{
  "formula": "C5H30N2O8S",
  "method": "the ωB97M-V functional and the def2-TZVPD basis",
  "species": ["C", "N", "C", "C", "S", "C", "N", "C", "H", "H", "H", "H", "H", "H", "H", "H", "H", "H", "H", "H", "H", "H", "H", "H", "O", "H", "H", "O", "H", "H", "O", "H", "H", "O", "H", "H", "O", "H", "H", "O", "H", "H", "O", "H", "H", "O"],
  "xyz": [[0.28, 0.12, -0.72], [0.96, 1.39, -0.40], [2.22, 1.23, 0.37], [2.04, 1.32, 1.88], [1.32, -0.17, 2.64], [-0.87, 0.38, -1.69], [-1.80, 1.31, -1.08], [-1.73, -0.88, -2.11], [0.88, -0.71, -1.15], [-0.06, -0.16, 0.27], [1.31, 1.84, -1.24], [2.85, 2.08, 0.10], [2.79, 0.38, -0.01], [3.07, 1.26, 2.29], [1.51, 2.27, 2.03], [-0.35, 0.80, -2.59], [1.26, -0.94, 1.54], [-1.31, 2.06, -0.59], [-2.64, 1.49, -1.59], [-1.86, -1.02, -3.18], [-1.08, -1.76, -1.90], [-2.66, -0.77, -1.58], [-2.76, -1.08, 3.43], [-1.52, -1.49, 4.20], [-2.34, -1.85, 3.84], [-1.89, -1.03, 1.25], [-2.31, 0.38, 0.81], [-2.27, -0.21, 1.59], [1.50, -3.96, 0.86], [1.45, -2.67, 0.02], [0.89, -3.35, 0.43], [-0.82, 4.69, -0.72], [0.03, 3.60, -0.21], [-0.91, 3.85, -0.24], [-1.08, -3.19, 0.31], [-1.74, -2.79, 1.70], [-1.89, -2.89, 0.75], [4.06, -2.02, -1.16], [3.14, -1.14, -1.90], [3.26, -1.50, -1.00], [0.80, -0.91, -3.22], [1.76, -0.11, -4.31], [1.45, -0.24, -3.41], [-1.45, 1.41, 2.31], [-1.80, 2.65, 1.23], [-1.74, 2.32, 2.14]],
  "homo_energy_ha": -0.320,
  "gap_ha": 0.314,
  "total_charge": 0,
  "mol_weight_g_mol": 278.37,
  "relative_energy_ev": 2.5010,
  "lumo_ev": -0.2
}

---

{
  "formula": "C5H30N2O9",
  "method": "the ωB97M-V functional and the def2-TZVPD basis",
  "species": ["C", "N", "C", "C", "C", "N", "C", "O", "H", "H", "H", "H", "H", "H", "H", "H", "H", "H", "H", "H", "H", "H", "H", "H", "O", "H", "H", "O", "H", "H", "O", "H", "H", "O", "H", "H", "O", "H", "H", "O", "H", "H", "O", "H", "H", "O"],
  "xyz": [[1.17, 2.39, 0.23], [1.01, 0.93, 0.42], [-0.44, 0.69, 0.53], [-0.72, -0.81, 0.75], [-2.00, -1.42, 0.09], [-1.67, -2.47, -0.86], [-1.13, 1.49, 1.69], [-1.71, 2.75, 1.26], [0.62, 3.05, 0.90], [2.25, 2.58, 0.18], [0.88, 2.68, -0.78], [1.49, 0.64, 1.27], [-0.93, 0.98, -0.40], [0.12, -1.30, 0.25], [-0.70, -1.07, 1.81], [-2.68, -1.75, 0.86], [-2.44, -0.53, -0.36], [-0.67, -2.61, -0.89], [-2.11, -3.35, -0.66], [-1.98, 1.00, 2.14], [-0.27, 1.81, 2.27], [-2.42, 2.58, 0.63], [4.37, -0.81, -3.02], [4.11, 0.74, -2.82], [4.04, -0.01, -3.41], [-3.98, -0.75, -1.55], [-3.25, -0.65, -2.84], [-3.98, -0.26, -2.37], [1.90, 0.54, 3.77], [2.31, -0.91, 4.03], [2.31, -0.22, 3.36], [1.86, -0.06, -1.69], [2.17, -0.54, -3.08], [1.95, -0.87, -2.19], [-0.92, -0.19, -3.67], [-0.29, -0.36, -2.23], [-1.10, -0.23, -2.73], [-4.10, 1.34, -1.21], [-2.69, 1.77, -1.42], [-3.45, 1.99, -0.89], [5.20, -0.81, 0.48], [3.78, -0.83, -0.17], [4.70, -1.06, -0.30], [0.20, -2.04, 3.51], [-0.78, -2.25, 4.69], [-0.02, -1.75, 4.40]],
  "homo_energy_ha": -0.334,
  "gap_ha": 0.343,
  "total_charge": 0,
  "mol_weight_g_mol": 262.30,
  "relative_energy_ev": 2.3959,
  "lumo_ev": 0.3
}

---

{
  "formula": "C5H30NO12",
  "method": "the ωB97M-V functional and the def2-TZVPD basis",
  "species": ["C", "O", "C", "C", "C", "C", "O", "N", "H", "H", "H", "H", "H", "H", "H", "H", "H", "H", "H", "H", "O", "H", "H", "O", "H", "H", "O", "H", "H", "O", "H", "H", "O", "H", "H", "O", "H", "H", "O", "H", "H", "O", "H", "H", "O", "H", "H", "O"],
  "xyz": [[0.73, 0.89, -1.61], [1.74, 1.87, -1.70], [0.89, 0.09, -0.27], [-0.33, -0.81, -0.10], [-1.58, 0.00, 0.36], [-2.49, 0.54, -0.72], [-2.90, -0.20, -1.59], [2.23, -0.53, -0.25], [-0.25, 1.33, -1.69], [0.95, 0.15, -2.39], [0.91, 0.85, 0.51], [-0.52, -1.42, -0.97], [-0.01, -1.57, 0.64], [-1.30, 0.84, 1.03], [-2.02, -0.66, 1.13], [-2.59, 1.61, -0.69], [2.90, 0.12, -0.66], [2.29, -1.33, -0.88], [1.46, 2.10, 3.05], [0.05, 2.74, 2.97], [0.57, 1.94, 3.42], [0.04, 0.29, 3.17], [0.77, -1.01, 2.73], [0.18, -0.66, 3.41], [0.10, 3.62, 1.02], [-1.27, 3.39, 1.65], [-0.45, 3.73, 2.02], [-1.01, 3.86, -1.45], [-1.70, 4.61, -0.47], [-1.86, 4.34, -1.38], [-1.25, -1.58, 3.87], [-2.71, -1.27, 4.09], [-2.13, -2.02, 3.95], [1.67, -4.94, -1.49], [0.97, -4.06, -2.63], [1.78, -4.23, -2.12], [-2.32, -1.63, -3.63], [-0.89, -1.09, -3.95], [-1.41, -1.60, -3.31], [3.32, -1.59, 1.31], [3.53, -3.06, 1.28], [4.03, -2.24, 1.47], [-1.31, -4.40, -1.92], [-1.05, -3.30, -2.95], [-0.95, -4.27, -2.81], [1.23, 4.39, -0.19], [1.30, 2.58, -1.11], [0.66, 3.60, -0.14]],
  "homo_energy_ha": -0.230,
  "gap_ha": 0.315,
  "total_charge": -1,
  "mol_weight_g_mol": 296.29,
  "relative_energy_ev": 3.2701,
  "lumo_ev": 2.3
}

---

{
  "formula": "C5H32O11",
  "method": "the ωB97M-V functional and the def2-TZVPD basis",
  "species": ["C", "C", "C", "C", "C", "H", "H", "H", "H", "H", "H", "H", "H", "H", "H", "H", "H", "O", "H", "H", "O", "H", "H", "O", "H", "H", "O", "H", "H", "O", "H", "H", "O", "H", "H", "O", "H", "H", "O", "H", "H", "O", "H", "H", "O", "H", "H", "O"],
  "xyz": [[0.34, -3.44, 1.02], [-0.01, -2.41, 2.17], [-0.44, -2.74, 3.42], [-1.08, -1.75, 4.36], [0.08, -1.05, 1.59], [0.86, -4.34, 1.38], [1.02, -2.94, 0.34], [-0.55, -3.83, 0.54], [-0.39, -3.63, 3.81], [-0.31, -1.35, 5.11], [-1.29, -0.82, 3.82], [-1.96, -1.90, 4.64], [0.82, -0.35, 2.03], [-0.80, -0.46, 1.70], [0.39, -0.97, 0.54], [3.52, -0.33, -2.61], [2.68, -0.34, -3.69], [3.12, -0.95, -3.17], [0.66, 2.33, 0.29], [1.94, 1.62, -0.10], [1.55, 2.52, -0.14], [-0.89, 1.31, 1.09], [-1.28, 2.45, 0.39], [-0.59, 2.36, 1.13], [4.28, -1.32, 0.29], [3.42, -1.24, -0.80], [4.17, -0.66, -0.51], [4.01, 1.54, 0.71], [3.27, 2.21, 1.75], [3.51, 1.38, 1.51], [-0.06, 3.75, -1.02], [-1.16, 4.87, -0.80], [-0.74, 4.29, -1.37], [-3.50, 2.87, -2.57], [-2.31, 3.49, -1.68], [-3.25, 3.15, -1.64], [-0.53, 0.64, -3.12], [-0.64, 2.19, -2.91], [-1.13, 1.45, -3.23], [-2.13, -1.12, -0.21], [-3.43, -0.82, 0.41], [-2.45, -0.49, 0.48], [-2.65, 0.20, -1.86], [-2.16, -0.25, -3.25], [-2.71, -0.58, -2.47], [-1.16, -1.47, -2.60], [0.24, -1.62, -2.01], [-0.30, -1.46, -2.78]],
  "homo_energy_ha": -0.333,
  "gap_ha": 0.331,
  "total_charge": 0,
  "mol_weight_g_mol": 268.30,
  "relative_energy_ev": 5.2457,
  "lumo_ev": 0.0
}

---

{
  "formula": "C5H32O14",
  "method": "the ωB97M-V functional and the def2-TZVPD basis",
  "species": ["C", "C", "C", "C", "O", "O", "C", "H", "H", "H", "H", "H", "H", "H", "H", "O", "H", "H", "O", "H", "H", "O", "H", "H", "O", "H", "H", "O", "H", "H", "O", "H", "H", "O", "H", "H", "O", "H", "H", "O", "H", "H", "O", "H", "H", "O", "H", "H", "O", "H", "H"],
  "xyz": [[3.18, 0.16, -0.24], [2.28, 1.11, -0.02], [1.15, 1.50, -0.95], [-0.04, 1.96, -0.15], [-0.29, 3.11, 0.12], [-0.78, 0.98, 0.38], [-1.10, -0.20, -0.36], [3.15, -0.51, -1.10], [3.99, 0.04, 0.48], [2.35, 1.72, 0.88], [1.46, 2.36, -1.56], [0.91, 0.68, -1.63], [-2.18, -0.18, -0.56], [-0.86, -1.06, 0.26], [-0.57, -0.30, -1.30], [-0.40, -1.78, -3.15], [-0.61, -2.62, -2.72], [0.36, -1.98, -3.71], [-2.77, 4.10, -1.23], [-2.02, 3.91, -0.65], [-2.51, 3.76, -2.09], [-3.52, -0.37, 1.92], [-4.26, 0.20, 2.13], [-3.00, 0.14, 1.28], [1.96, -2.57, -1.72], [1.22, -2.76, -1.14], [2.49, -3.37, -1.72], [2.27, 0.68, -3.60], [2.27, 1.53, -4.07], [1.81, 0.08, -4.20], [0.17, 6.25, -0.86], [-0.22, 5.40, -0.66], [0.06, 6.77, -0.06], [-3.15, 0.62, 4.56], [-2.45, 0.56, 5.23], [-2.82, 0.12, 3.80], [1.65, -2.12, -4.29], [2.16, -2.93, -4.36], [1.82, -1.84, -3.38], [-3.95, -2.23, 5.50], [-4.72, -2.16, 6.07], [-4.12, -1.60, 4.79], [5.49, -1.12, -2.18], [6.41, -1.36, -2.35], [5.49, -0.17, -2.08], [-0.57, -3.77, -0.12], [-1.08, -3.52, 0.66], [-0.58, -4.73, -0.11], [-1.63, -0.89, 6.56], [-2.47, -1.28, 6.25], [-1.69, -0.88, 7.52]],
  "homo_energy_ha": -0.357,
  "gap_ha": 0.353,
  "total_charge": 0,
  "mol_weight_g_mol": 316.30,
  "relative_energy_ev": 1.3530,
  "lumo_ev": -0.1
}